(1)
The following is a DFT calculation (ωB97M-V/def2-TZVPD) of 8 unconnected molecules or ions with the total composition C47H96F9N5O11.

HOMO energy   -11.2784 eV
DFT total energy   -3847.68562 hartree

```
! wB97M-V def2-TZVPD RIJCOSX def2/J DEFGRID3
* xyz 2 1
C 1.710 -3.243 2.370
C 1.466 -3.996 1.023
C 2.325 -5.214 0.861
C 2.077 -6.364 1.806
C 0.653 -6.853 1.492
C -0.482 -5.780 1.785
N -0.033 -4.513 1.023
O -0.855 -3.699 0.643
C -0.551 -5.334 3.279
C -1.814 -6.225 1.248
C 1.535 -2.947 -0.058
H 2.093 -3.950 3.105
H 0.859 -2.675 2.696
H 2.625 -2.705 2.076
H 3.419 -4.845 0.965
H 2.088 -5.674 -0.132
H 2.111 -6.119 2.883
H 2.861 -7.164 1.616
H 0.428 -7.711 2.171
H 0.489 -7.238 0.468
H 0.381 -5.217 3.794
H -1.138 -6.062 3.814
H -1.184 -4.427 3.236
H -2.003 -7.197 1.597
H -1.688 -6.375 0.200
H -2.590 -5.471 1.338
H 1.017 -2.006 0.183
H 1.131 -3.291 -1.103
H 2.561 -2.686 -0.096
C 1.791 6.325 -2.292
C 2.799 7.496 -2.122
C 3.923 7.171 -1.083
C 4.848 6.000 -1.537
C 5.526 6.297 -2.903
C 4.579 6.477 -4.092
N 3.564 7.527 -3.511
O 3.366 8.485 -4.167
C 3.907 5.128 -4.396
C 5.369 7.122 -5.239
C 2.151 8.865 -1.933
H 2.237 5.344 -2.031
H 1.306 6.431 -3.345
H 0.939 6.550 -1.607
H 3.346 6.880 -0.161
H 4.438 7.993 -0.781
H 4.315 5.097 -1.590
H 5.592 5.977 -0.684
H 6.392 5.656 -3.208
H 5.974 7.278 -2.661
H 3.712 4.435 -3.556
H 4.739 4.541 -4.880
H 3.092 5.249 -5.070
H 6.206 6.496 -5.485
H 5.904 8.073 -4.993
H 4.791 7.186 -6.177
H 1.313 8.972 -2.664
H 2.820 9.652 -2.079
H 1.731 8.983 -0.991
C -10.625 1.430 3.385
C -9.204 0.988 3.359
C -8.359 1.367 4.523
C -7.082 0.612 4.669
C -7.403 -0.785 4.938
C -8.122 -1.497 3.749
N -9.280 -0.553 3.417
O -10.335 -1.131 3.306
C -8.699 -2.769 4.310
C -7.310 -1.717 2.441
C -8.603 1.341 2.070
H -11.117 1.267 4.299
H -11.166 0.845 2.638
H -10.691 2.542 3.258
H -8.947 1.194 5.392
H -8.092 2.456 4.477
H -6.416 0.975 5.491
H -6.493 0.763 3.789
H -8.212 -0.799 5.726
H -6.516 -1.341 5.335
H -9.390 -2.621 5.107
H -7.851 -3.423 4.520
H -9.229 -3.212 3.450
H -6.731 -2.619 2.815
H -6.542 -1.047 2.144
H -7.791 -2.060 1.556
H -8.370 2.417 2.154
H -9.246 1.119 1.209
H -7.612 0.941 1.924
C -2.340 -1.635 -4.808
C -2.486 -2.115 -3.344
C -3.745 -2.892 -3.191
O -4.017 -3.397 -1.917
C -3.949 -2.408 -0.983
N -1.304 -3.053 -3.025
H -1.301 -3.785 -3.780
H 10.567 0.942 -7.226
H -1.610 -3.589 -2.139
H -2.258 -2.554 -5.422
H -1.547 -0.910 -4.838
H -3.188 -0.997 -5.133
H -2.529 -1.277 -2.646
H -3.760 -3.772 -3.770
H -4.547 -2.257 -3.590
H -4.439 -1.486 -1.380
H -2.931 -2.040 -0.726
H -4.332 -2.702 0.020
C 2.643 -0.214 4.597
C 2.113 0.792 3.512
C 3.071 1.633 2.747
O 3.878 1.102 1.727
C 5.235 1.528 1.812
N 1.154 0.188 2.552
H 0.663 1.170 1.000
H 1.659 -0.406 1.812
H 0.553 -0.491 2.991
H 1.825 -0.902 4.878
H 3.010 0.340 5.414
H 3.465 -0.795 4.143
H 1.505 1.448 4.101
H 3.746 2.161 3.457
H 2.473 2.439 2.264
H 5.678 0.901 2.632
H 5.269 2.545 2.063
H 5.770 1.432 0.888
C 9.153 0.406 -5.946
O 8.142 -0.435 -6.098
O 9.641 0.867 -7.198
C 8.610 1.655 -5.131
F 7.339 1.918 -5.563
F 8.477 1.389 -3.787
F 9.410 2.706 -5.190
C 8.463 -1.784 -6.694
C 8.575 -2.729 -5.577
H 9.505 -2.536 -5.003
H 7.656 -2.644 -4.995
H 8.644 -3.742 -6.030
H 9.375 -1.723 -7.292
H 7.633 -1.858 -7.465
H 9.945 -0.109 -5.347
C 0.490 1.806 -0.821
O 1.708 2.184 -1.429
O 0.614 0.826 0.090
C -0.060 3.110 -0.245
F 0.673 3.730 0.719
F -0.288 4.001 -1.242
F -1.280 2.858 0.227
C 2.495 1.270 -2.174
C 1.983 1.093 -3.512
H 0.962 0.739 -3.660
H 2.052 1.966 -4.141
H 2.723 0.473 -4.051
H 2.667 0.312 -1.666
H 3.550 1.620 -2.221
H -0.142 1.505 -1.679
C -2.109 -1.937 3.212
O -3.111 -3.079 3.150
O -0.970 -2.214 2.666
C -2.777 -0.702 2.580
F -2.855 -0.679 1.274
F -4.065 -0.518 3.092
F -2.137 0.428 2.960
C -3.337 -3.623 4.446
C -4.283 -4.891 4.147
H -4.932 -5.295 4.940
H -4.921 -4.535 3.279
H -3.611 -5.619 3.718
H -3.842 -2.980 5.194
H -2.446 -3.965 4.979
H -2.044 -1.598 4.296
*
```

=====

(2)
The following is a DFT calculation (ωB97M-V/def2-TZVPD) of 8 unconnected molecules or ions with the total composition C29H52BrN2O8.

HOMO energy   -11.3692 eV
DFT total energy   -4421.34374 hartree

```
! wB97M-V def2-TZVPD RIJCOSX def2/J DEFGRID3
* xyz 1 1
C 1.836 2.920 0.115
C 0.644 2.333 -0.031
C 0.517 0.900 -0.225
C 1.375 -0.008 -0.768
Br 3.065 0.194 -1.472
N 0.758 -1.227 -0.763
C -0.456 -1.102 -0.250
N -0.623 0.162 0.076
C -1.834 0.768 0.634
C -2.707 1.334 -0.491
C -3.914 2.076 -0.056
O -2.636 2.695 -0.680
H 2.678 2.393 0.546
H 1.972 3.951 -0.186
H -0.271 2.918 -0.024
H 1.121 -2.115 -1.125
H -1.177 -1.897 -0.144
H -1.565 1.615 1.259
H -2.422 0.006 1.142
H -2.816 0.713 -1.380
H -4.592 2.203 -0.888
H -3.949 2.706 0.820
C -1.238 -4.457 -2.123
C 0.104 -4.289 -2.771
O 0.876 -3.439 -2.357
C 0.464 -5.180 -3.921
H -1.344 -3.743 -1.317
H -2.030 -4.295 -2.856
H -1.340 -5.461 -1.714
H -0.253 -5.047 -4.732
H 0.438 -6.223 -3.602
H 1.463 -4.941 -4.279
C 0.064 1.501 -5.921
C -0.719 0.762 -4.868
O -1.854 0.387 -5.041
C -0.014 0.499 -3.555
H -0.550 1.625 -6.809
H 0.359 2.483 -5.548
H 0.968 0.945 -6.183
H 0.272 1.443 -3.086
H 0.881 -0.101 -3.720
H -0.694 -0.043 -2.897
C 3.275 -1.386 -4.513
C 3.322 -1.534 -6.018
O 3.358 -0.564 -6.736
C 3.315 -2.938 -6.571
H 3.293 -0.328 -4.270
H 2.364 -1.840 -4.117
H 4.137 -1.876 -4.057
H 2.408 -3.458 -6.258
H 4.180 -3.491 -6.204
H 3.348 -2.901 -7.657
C -1.444 -4.621 2.691
C -2.396 -5.115 1.632
O -2.382 -4.668 0.503
C -3.367 -6.190 2.040
H -0.795 -3.852 2.277
H -1.998 -4.205 3.533
H -0.830 -5.445 3.056
H -3.997 -5.832 2.857
H -2.826 -7.073 2.382
H -3.995 -6.458 1.195
C 1.596 0.437 5.110
C 0.685 -0.548 4.432
O 0.050 -1.381 5.034
C 0.586 -0.454 2.920
H 1.580 0.277 6.184
H 2.618 0.319 4.749
H 1.274 1.458 4.903
H 1.567 -0.613 2.468
H 0.218 0.533 2.640
H -0.103 -1.219 2.565
C -5.488 6.240 -1.280
C -5.030 6.011 0.139
O -5.381 5.040 0.771
C -4.115 7.053 0.733
H -6.140 5.427 -1.589
H -6.034 7.183 -1.350
H -4.627 6.287 -1.948
H -4.608 8.026 0.739
H -3.202 7.131 0.140
H -3.859 6.776 1.753
C 5.237 1.186 7.316
C 4.362 2.414 7.243
O 3.409 2.473 6.499
C 4.734 3.564 8.144
H 4.868 0.431 6.625
H 6.264 1.441 7.054
H 5.228 0.779 8.328
H 5.743 3.910 7.913
H 4.707 3.246 9.187
H 4.033 4.382 8.000
*
```

=====

(3)
The following is a DFT calculation (ωB97M-V/def2-TZVPD) of a single C5H8N2O molecule.

Structure (SMILES)   O=C(N1CC1)N1CC1
HOMO energy   -9.5186 eV
DFT total energy   -379.99636 hartree

```
! wB97M-V def2-TZVPD RIJCOSX def2/J DEFGRID3
* xyz 0 1
O 0.099 2.057 0.071
C 0.011 0.935 -0.361
N -1.185 0.344 -0.684
C -2.331 0.457 0.136
C -1.756 -0.886 -0.096
N 1.123 0.122 -0.704
C 2.408 0.395 -0.097
C 1.659 -0.862 0.205
H -2.314 0.950 1.102
H -3.248 0.626 -0.398
H -1.189 -1.354 0.718
H -2.212 -1.564 -0.821
H 3.272 0.430 -0.755
H 2.445 1.091 0.746
H 1.973 -1.794 -0.264
H 1.244 -0.946 1.203
*
```

=====

(4)
The following is a DFT calculation (ωB97M-V/def2-TZVPD) of 7 unconnected molecules or ions with the total composition H13O7.

HOMO energy   -6.2220 eV
DFT total energy   -534.54953 hartree

```
! wB97M-V def2-TZVPD RIJCOSX def2/J DEFGRID3
* xyz -1 1
O 1.541 -1.691 0.251
H 0.679 -1.660 0.805
O -0.659 -1.060 1.810
H -0.162 -0.207 1.825
H -1.362 -0.958 1.058
O 2.811 0.649 0.495
H 2.126 1.330 0.291
H 2.397 -0.265 0.427
O -0.090 -0.600 -1.650
H 1.151 -1.392 -0.589
H -0.208 -0.911 -2.557
O 0.820 1.771 -0.808
H 0.561 0.782 -1.040
H 1.318 1.984 -1.613
O -2.138 -0.593 -0.198
H -2.706 -1.349 -0.389
H -1.109 -0.777 -0.780
O -1.840 1.801 1.177
H -1.064 2.181 0.753
H -2.066 0.964 0.731
*
```

=====

(5)
The following is a DFT calculation (ωB97M-V/def2-TZVPD) of a molecular structure, C2H6O.

HOMO energy (spin up / spin down)   -7.6747 / -7.6767 eV
DFT total energy   -154.86650 hartree

```
! wB97M-V def2-TZVPD RIJCOSX def2/J DEFGRID3
* xyz 0 1
C 0.562 1.021 -0.324
O 0.067 -0.067 -0.839
C -0.855 -0.812 -0.301
H 1.008 -0.269 1.284
H 1.334 1.487 -0.918
H -0.019 1.560 0.417
H -1.516 -0.372 0.438
H 0.535 -0.885 1.297
H -1.124 -1.682 -0.883
*
```

=====

(6)
The following is a DFT calculation (ωB97M-V/def2-TZVPD) of a single C8H8ClF3N2 molecule.

Structure (SMILES)   C[C@H](Cl)C[C@@H](C#N)[C@H](C#N)C(F)(F)F
HOMO energy   -11.2987 eV
DFT total energy   -1178.68062 hartree

```
! wB97M-V def2-TZVPD RIJCOSX def2/J DEFGRID3
* xyz 0 1
C 2.634 0.565 0.272
C 1.850 -0.737 -0.356
Cl 3.054 -1.538 -1.552
C 0.505 -0.385 -1.221
C -0.915 -0.769 -0.501
C -0.940 -2.308 0.149
N -0.989 -3.527 0.624
C -1.258 0.404 0.592
C -2.231 -0.156 1.831
N -2.723 -0.737 2.906
C -1.952 1.753 -0.026
F -3.192 2.016 0.777
F -2.280 1.691 -1.468
F -1.043 2.943 0.170
H 2.801 1.434 -0.510
H 3.729 0.184 0.554
H 2.157 0.928 1.287
H 1.702 -1.501 0.517
H 0.454 0.779 -1.480
H 0.579 -0.982 -2.246
H -1.729 -0.807 -1.373
H -0.212 0.748 1.052
*
```